Entry 1:
18
Properties=species:S:1:pos:R:3:forces:R:3:mulliken_charge:R:1 method="wB97M-V/def2-TZVPD" gap_ev="10.83 / 3.68" charge=+1 e_above_lowest_kcal_mol=52.0 homo_ev="-13.7 / -12.2" spin_multiplicity=2 largest_force_ev_per_a=3.3
C 2.4418 -0.4795 0.5420 1.37 2.52 0.79 -0.811
S 1.2185 0.9064 0.9123 0.78 -0.09 -1.80 0.228
C 1.3009 1.9125 -0.6511 0.85 2.45 0.84 -0.718
H 2.8602 -0.7431 1.5659 -1.05 -0.43 -1.33 0.350
H 3.3671 0.0922 0.0750 -2.08 -1.49 0.27 0.352
H 1.8890 -1.2249 -0.0745 0.95 0.30 0.50 0.326
H 0.5056 1.7359 -1.3431 -1.28 -0.25 0.16 0.288
H 1.2516 3.0978 -0.3293 0.23 -3.17 -0.78 0.329
H 2.1552 1.6981 -1.3369 0.01 0.15 1.30 0.325
N -2.7448 -0.1143 -0.3872 -2.07 0.08 1.12 -0.480
C -2.0656 -1.1489 -1.1254 2.85 0.78 -0.34 -0.072
N -1.4179 -1.8492 0.0119 -0.86 -2.17 -1.29 -0.445
H -3.7337 -0.0824 -0.6715 0.44 0.48 0.23 0.260
H -2.7200 -0.4292 0.6181 -0.17 0.78 -1.26 0.293
H -2.7537 -1.7760 -1.7713 1.12 0.54 0.84 0.356
H -1.2196 -0.5261 -1.7793 -2.09 -2.18 1.09 0.078
H -0.5808 -1.4299 0.3002 1.21 0.36 0.29 0.121
H -1.4401 -2.8759 0.1847 -0.19 1.35 -0.63 0.218

=====

Entry 2:
88
Properties=species:S:1:pos:R:3:forces:R:3:mulliken_charge:R:1 method="wB97M-V/def2-TZVPD" gap_ev="7.56 / 7.50" charge=+1 e_above_lowest_kcal_mol=35.3 homo_ev="-10.2 / -10.1" spin_multiplicity=2 largest_force_ev_per_a=0.2
V 0.3335 0.8699 1.0656 0.10 0.06 0.15 0.154
C 2.1886 -1.7272 1.4535 -0.03 0.01 0.03 -1.203
N 2.2053 -0.2904 1.7599 0.03 0.03 -0.04 0.694
C 2.4382 -0.1278 3.2044 -0.02 -0.01 0.02 -1.368
C 3.3219 0.3540 1.0183 -0.06 -0.03 -0.03 -0.259
C 3.2095 1.8611 1.1659 0.06 0.06 -0.01 -0.860
N 1.8119 2.1372 0.8849 -0.10 0.01 0.12 -0.224
C 0.8906 2.6959 1.5839 0.14 -0.03 -0.11 0.425
C -0.5475 0.7040 2.9874 0.02 -0.01 0.02 -0.312
F -0.9588 -0.5888 3.2850 0.01 0.02 0.00 -0.635
C -1.4064 1.3930 2.0290 0.00 -0.03 -0.09 0.565
F -2.5472 0.6587 1.6877 -0.02 0.00 0.01 -0.428
C -1.7826 2.8037 2.3049 0.04 -0.03 0.00 -0.693
C -0.7173 3.5145 3.1444 -0.06 -0.01 0.05 1.558
F -1.2473 4.7341 3.5446 0.00 0.00 0.00 -0.518
C 0.6124 3.6957 2.4628 -0.06 -0.06 0.01 -0.871
F 2.7134 3.3629 4.2224 -0.02 0.03 -0.02 -0.427
H 3.1250 -2.2013 1.7702 0.00 0.00 0.00 0.462
H 2.0581 -1.8609 0.3830 0.00 0.01 -0.02 0.049
H 1.3590 -2.1960 1.9839 0.01 0.00 0.00 0.157
H 3.4332 -0.5048 3.4701 0.00 0.00 0.01 0.382
H 1.6940 -0.7067 3.7457 0.00 -0.01 0.00 0.384
H 2.3688 0.9174 3.5030 0.00 0.00 -0.02 0.259
H 3.2079 0.0863 -0.0332 0.04 -0.04 0.01 -0.076
H 4.2832 -0.0288 1.3799 0.01 0.02 -0.01 0.432
H 3.8564 2.3591 0.4433 0.01 0.00 -0.01 0.478
H 3.4819 2.2166 2.1631 0.00 0.01 -0.02 0.323
H -2.7139 2.8400 2.8806 0.00 -0.01 0.01 0.668
Se 1.9496 4.6985 3.2322 0.03 -0.01 0.02 0.309
Se -2.2319 3.7774 0.6681 0.02 0.01 -0.03 0.186
C -1.4777 2.7591 -0.7581 -0.02 0.01 0.07 0.324
C -1.9108 3.2066 -2.0114 0.00 0.00 -0.06 -1.001
C -1.3714 2.6629 -3.1534 0.00 -0.01 0.02 -0.850
C -0.4019 1.6704 -3.0331 -0.02 0.02 -0.01 -0.502
C -0.0508 1.2596 -1.7696 -0.02 -0.03 -0.01 -0.685
N -0.5895 1.7718 -0.6449 0.00 0.05 -0.08 1.101
C -0.4629 2.7091 4.3971 0.02 0.07 0.05 0.475
C -0.2617 3.3247 5.6226 0.00 0.00 -0.04 -0.837
C 0.0891 2.5748 6.7228 0.01 -0.06 -0.01 -0.548
C 0.2203 1.1970 6.5840 0.00 0.05 0.05 -0.904
C -0.0004 0.6227 5.3618 -0.01 0.00 -0.06 -0.055
N -0.3317 1.3682 4.2808 0.00 0.01 -0.01 0.767
H -2.6581 3.9869 -2.0688 0.00 0.00 0.01 0.435
H -1.6937 3.0109 -4.1261 0.00 0.00 0.00 0.463
H 0.0607 1.2205 -3.8994 0.00 0.00 0.01 0.425
H 0.6924 0.4773 -1.6377 0.00 -0.01 0.00 0.516
H -0.3755 4.3964 5.6738 0.00 0.00 0.00 0.496
H 0.2571 3.0516 7.6785 0.00 -0.01 0.00 0.456
H 0.4832 0.5649 7.4190 0.00 0.00 0.00 0.456
H 0.0533 -0.4397 5.2007 0.00 0.00 0.00 0.461
O 2.3727 -1.0117 -1.9090 0.03 -0.01 0.01 -0.455
S 2.6768 -2.3170 -2.5792 -0.08 0.00 -0.04 -0.034
C 1.2717 -3.4006 -2.1870 0.02 0.05 -0.03 -1.107
C -0.0740 -2.7224 -2.3941 -0.02 0.01 0.01 0.286
C -1.2203 -3.4722 -1.7112 0.07 -0.01 -0.01 -1.259
C -1.2220 -3.4152 -0.1894 -0.03 -0.06 -0.03 -0.759
S -1.6032 -1.8526 0.6353 -0.05 0.03 0.07 0.290
O -0.4650 -0.9045 0.2701 -0.06 -0.07 -0.03 -0.098
C -3.0306 -1.3427 -0.2911 -0.03 -0.06 0.03 0.834
C -4.2676 -1.6524 0.2549 0.02 0.01 0.01 -0.757
C -5.4164 -1.2683 -0.4199 -0.01 0.01 -0.04 -0.828
C -5.3169 -0.5649 -1.6128 -0.03 -0.01 0.04 -0.573
C -4.0716 -0.2469 -2.1380 0.06 -0.01 0.00 -1.131
C -2.9165 -0.6401 -1.4792 -0.02 0.03 -0.05 0.365
C 2.3202 -2.0841 -4.3195 0.02 0.01 0.01 0.306
C 2.4129 -3.1518 -5.2034 0.00 0.00 0.02 -0.434
C 2.1524 -2.9375 -6.5467 0.00 0.00 -0.01 -0.610
C 1.8256 -1.6640 -6.9987 -0.01 -0.01 -0.01 -0.523
C 1.7665 -0.6019 -6.1099 0.00 0.02 0.02 -0.547
C 2.0160 -0.8082 -4.7585 0.02 -0.02 -0.03 -0.259
H 1.4494 -3.6744 -1.1443 -0.03 0.00 0.01 0.421
H 1.3849 -4.3035 -2.7908 0.01 0.00 0.01 0.653
H -0.2824 -2.6565 -3.4638 0.02 -0.01 0.00 0.621
H -0.0146 -1.7028 -2.0119 0.01 0.00 0.01 -0.416
H -1.1826 -4.5291 -1.9922 -0.01 0.00 0.01 0.545
H -2.1756 -3.0973 -2.0800 0.01 0.00 -0.02 0.431
H -0.2701 -3.7195 0.2526 0.00 0.03 0.01 0.592
H -1.9845 -4.0851 0.2188 0.00 0.00 -0.01 0.541
H -4.3339 -2.1665 1.2064 0.01 0.00 0.00 0.488
H -6.3871 -1.5016 -0.0042 0.00 0.00 -0.01 0.429
H -6.2140 -0.2535 -2.1309 -0.01 0.00 0.01 0.429
H -3.9982 0.3080 -3.0643 0.01 0.00 0.00 0.488
H -1.9418 -0.3962 -1.8789 -0.02 0.00 0.01 0.242
H 2.6946 -4.1391 -4.8552 -0.01 0.01 0.00 0.403
H 2.2166 -3.7619 -7.2440 0.00 0.00 0.00 0.403
H 1.6317 -1.4996 -8.0502 0.00 0.00 0.00 0.395
H 1.5371 0.3924 -6.4711 0.00 0.00 0.01 0.428
H 2.0004 0.0021 -4.0415 0.00 0.01 0.00 0.595

=====

Entry 3:
9
Properties=species:S:1:pos:R:3:forces:R:3:mulliken_charge:R:1 method="wB97M-V/def2-TZVPD" gap_ev=9.69 e_above_lowest_kcal_mol=126.4 homo_ev=-10.0 spin_multiplicity=1 smiles="[H]/N=c1/nnon1O" largest_force_ev_per_a=6.0
H -1.5164 1.6077 0.0892 1.03 -0.11 -0.25 0.264
N -0.5056 1.7658 -0.0757 -2.30 3.48 -0.11 -0.502
C 0.2282 0.8210 -0.0432 3.23 -5.06 0.01 0.439
N 1.7820 0.7401 -0.1770 -1.07 -0.49 -0.19 -0.224
N 2.1643 -0.4499 -0.1647 -2.45 2.33 0.24 0.050
O 1.0959 -1.2965 0.0562 -0.52 -0.98 -0.01 -0.095
N -0.1067 -0.5499 0.2667 0.37 -0.48 0.18 0.097
O -1.1798 -1.2238 -0.4045 -2.11 0.50 3.91 -0.449
H -1.9618 -1.4145 0.4530 3.81 0.81 -3.77 0.419

=====

Entry 4:
81
Properties=species:S:1:pos:R:3:forces:R:3:mulliken_charge:R:1 method="wB97M-V/def2-TZVPD" gap_ev=7.04 charge=+1 homo_ev=-10.2 spin_multiplicity=1 largest_force_ev_per_a=2.3
F 6.0089 -0.7623 0.7296 -0.56 0.19 0.83 -0.274
C 5.2549 -0.5298 1.8326 0.52 -1.33 0.44 0.841
F 4.4289 -1.6071 2.0205 0.79 0.52 -0.20 -0.275
F 6.0970 -0.4819 2.9199 -0.72 -0.08 -1.22 -0.255
C 4.4198 0.7104 1.7269 -0.52 -0.02 0.62 -0.994
N 3.7130 0.8659 2.9972 0.29 -0.41 -0.71 0.772
C 4.2225 1.8899 3.8360 0.99 0.96 0.53 -0.399
C 4.1278 3.2302 3.4047 -0.48 -0.60 0.64 -0.173
C 4.5049 4.2603 4.2638 0.18 -0.09 0.13 -0.715
C 5.0728 3.9509 5.5116 0.00 -0.31 0.01 -0.360
C 5.3130 2.6111 5.8701 -0.11 0.52 -0.14 -0.803
C 4.9415 1.5874 5.0029 -0.70 -0.18 -0.23 0.031
C 2.3879 0.4136 3.1259 -0.87 0.81 0.24 0.283
C 1.9003 -0.0349 4.3794 0.31 0.18 0.04 -0.452
C 0.5884 -0.4867 4.5282 0.70 -0.39 -0.39 -0.367
C -0.2463 -0.5884 3.3881 0.61 0.44 0.39 0.500
C -1.2829 -1.6467 3.3255 0.02 1.14 0.64 0.015
C -2.0630 -1.7380 2.0495 -1.23 -0.02 0.01 0.040
C -3.3866 -2.2163 2.1722 -0.64 0.34 -0.17 -1.356
C -4.2790 -2.2312 1.0930 0.67 0.16 -0.51 -0.516
C -3.8381 -1.7925 -0.1960 -0.22 0.29 0.70 0.442
N -4.7744 -1.6871 -1.2513 -0.64 -1.10 0.39 0.508
C -5.6875 -2.8138 -1.4508 0.37 0.02 -0.29 -1.061
C -5.2038 -3.5946 -2.6522 1.28 -0.45 -1.82 0.874
F -5.9399 -4.6940 -2.9663 0.50 0.87 0.70 -0.272
F -5.1841 -2.8190 -3.7897 -0.24 -0.58 1.09 -0.259
F -3.8988 -3.9859 -2.4781 -1.08 -0.02 0.03 -0.275
C -4.9961 -0.5559 -2.0696 -0.02 0.95 -0.61 0.620
C -3.9132 0.0932 -2.6962 -0.34 -0.33 0.04 -0.066
C -4.1297 1.2657 -3.4148 -0.65 0.41 0.39 -0.728
C -5.4364 1.7920 -3.5358 0.34 -0.50 -0.32 -0.472
C -6.5401 1.0534 -3.0635 0.47 0.17 0.38 -0.736
C -6.3243 -0.0922 -2.2943 0.96 -0.08 0.17 -0.330
C -2.4907 -1.4123 -0.3402 -0.03 -0.58 0.15 -0.592
C -1.6098 -1.4080 0.7444 -0.30 0.36 0.30 -0.962
C 0.0894 0.3018 2.3183 0.54 -0.36 -0.78 -1.413
C 1.4290 0.6747 2.1081 -0.36 -0.21 1.17 -0.327
H 5.1070 1.5366 1.5525 -0.27 0.15 -0.15 0.448
H 3.6870 0.5820 0.9321 0.40 0.02 -0.34 0.412
H 3.6847 3.4228 2.4258 0.02 0.12 0.31 0.398
H 4.3245 5.2976 3.9580 0.24 -0.43 0.21 0.367
H 5.3508 4.7445 6.2133 -0.15 -0.27 -0.36 0.367
H 5.7575 2.3650 6.8395 -0.01 0.17 -0.45 0.376
H 5.1628 0.5339 5.2071 -0.18 0.45 0.10 0.451
H 2.6070 -0.0406 5.2215 -0.48 0.06 -0.34 0.432
H 0.2031 -0.7792 5.5243 0.55 -0.14 -0.90 0.194
H -1.1841 -2.6097 3.7800 1.45 -0.35 -0.56 0.436
H -3.7808 -2.4335 3.1834 0.33 -0.08 -0.75 0.291
H -5.3241 -2.5518 1.2250 0.66 0.28 0.08 0.533
H -5.6544 -3.4789 -0.5845 -0.30 0.08 -0.28 0.479
H -6.6985 -2.5087 -1.7257 0.04 -0.05 0.53 0.328
H -2.9094 -0.3547 -2.6580 -0.78 0.47 -0.10 0.197
H -3.2579 1.7882 -3.8269 -0.54 -0.15 0.04 0.367
H -5.5750 2.7471 -4.0514 -0.06 -0.45 0.12 0.371
H -7.5762 1.3878 -3.2135 0.63 -0.01 0.01 0.359
H -7.1670 -0.6139 -1.8250 0.35 0.34 -0.31 0.340
H -2.0901 -1.2006 -1.3338 -0.16 -0.08 0.64 0.495
H -0.5891 -1.0747 0.5263 -0.47 -0.51 0.32 0.715
H -0.6613 0.7184 1.6166 0.52 -0.83 0.45 0.893
H 1.7459 1.2423 1.2290 -0.40 -0.09 0.33 0.516
C -0.4983 -1.4142 8.0665 0.14 -0.35 0.11 -1.233
N -1.2364 -1.9801 6.9436 -0.16 0.18 -0.88 0.039
C -0.6184 -3.1624 6.3534 -0.09 0.11 0.04 -0.948
C -2.1733 -1.2822 6.2263 0.26 -0.35 -0.24 0.421
N -2.2509 -1.3265 4.8780 -0.99 1.21 -0.12 -0.160
N -3.0992 -0.5970 6.9474 -0.06 -0.19 -0.64 0.078
C -3.2372 -0.7884 8.3857 0.07 0.09 0.58 -1.005
C -4.2709 -0.0704 6.2401 -0.26 0.30 -0.22 -0.982
H -0.6458 -0.3348 8.1633 0.06 -0.28 -0.07 0.430
H -0.8064 -1.9343 8.9817 0.36 0.32 0.04 0.350
H 0.5686 -1.6214 7.8665 -0.39 0.25 0.28 0.384
H -1.1196 -3.3392 5.3949 0.45 -0.33 0.42 0.373
H 0.4737 -3.0033 6.2418 -0.59 -0.23 -0.21 0.349
H -0.7976 -4.0140 7.0283 0.17 0.16 -0.33 0.368
H -2.8094 -0.5516 4.5343 -0.42 -0.41 0.21 0.124
H -3.0330 -1.8062 8.6960 -0.03 -0.33 -0.24 0.360
H -2.5443 -0.1661 8.9698 -0.48 0.07 -0.25 0.276
H -4.2659 -0.5723 8.6704 0.17 0.12 -0.02 0.412
H -4.8708 -0.8660 5.7305 0.54 0.39 0.49 0.334
H -4.9196 0.4423 6.9803 0.52 -0.17 -0.72 0.368
H -3.9291 0.6317 5.4571 -0.47 -0.01 0.51 0.404